# 1
{
  "formula": "C43H42FeN2O2SiTe",
  "method": "wB97M-V/def2-TZVPD",
  "species": ["Te", "Fe", "Si", "O", "O", "N", "N", "C", "C", "C", "C", "C", "C", "C", "C", "C", "C", "C", "C", "C", "C", "C", "C", "C", "C", "C", "C", "C", "C", "C", "C", "C", "C", "C", "C", "C", "C", "C", "C", "C", "C", "C", "C", "C", "C", "C", "C", "C", "C", "C", "H", "H", "H", "H", "H", "H", "H", "H", "H", "H", "H", "H", "H", "H", "H", "H", "H", "H", "H", "H", "H", "H", "H", "H", "H", "H", "H", "H", "H", "H", "H", "H", "H", "H", "H", "H", "H", "H", "H", "H", "H", "H"],
  "coordinates": [[2.93932, 0.78099, -1.62660], [0.77336, -0.62028, -0.95829], [0.74007, -1.89885, -2.89163], [-0.60099, 0.74147, -0.41375], [-4.35967, 2.08099, 0.42369], [-1.15269, -2.05015, 0.05199], [1.56704, -0.53380, 0.92100], [1.50073, 4.45956, 0.31645], [3.86671, -0.13340, 0.15273], [2.82455, 2.66901, -0.59412], [2.64697, 5.06398, 0.80735], [-3.21146, 1.97063, 0.00770], [-0.30242, 1.69196, 3.09233], [-2.02982, -1.63131, -3.63256], [-1.00564, -2.53788, -3.35554], [2.67352, -0.21386, 3.82433], [2.90588, -1.09795, 0.82873], [-2.10132, 1.89704, 0.97885], [-2.37713, 2.45299, 2.22788], [-2.57495, -4.33591, -3.75713], [-3.90233, 1.52043, -3.65110], [-1.95522, -4.07757, 3.02224], [0.03281, 1.08582, 1.87426], [-3.29296, -2.06752, -3.98757], [-1.91226, -4.33909, 0.26885], [-3.57146, -3.42275, -4.05725], [3.88266, 4.47529, 0.58678], [-3.98443, 1.41038, -2.27660], [1.92169, -3.39647, -2.53378], [1.59361, 3.26985, -0.38666], [-1.30987, -3.89656, -3.40909], [1.28718, 0.37107, 1.82386], [-1.48687, 2.38191, 3.28336], [3.84171, 2.30023, 3.79704], [-2.98964, 1.95235, -1.46164], [-0.86912, 1.21469, 0.75179], [2.28264, 0.72059, 2.86916], [-1.81651, 2.68181, -3.43254], [2.86032, 1.98601, 2.87644], [3.97478, 3.28345, -0.11276], [-2.81854, 2.15839, -4.23319], [-2.38797, -5.25477, 2.43463], [-1.91369, 2.60109, -2.05587], [1.47383, -1.15862, -4.51995], [-1.52308, -3.13717, 0.85321], [4.24593, 1.35686, 4.72926], [-2.35014, -5.38523, 1.05659], [-1.79901, 3.00339, 4.61077], [-1.52012, -3.02522, 2.24074], [3.64982, 0.10643, 4.75025], [4.11809, 0.68706, 0.82076], [-1.59795, -2.09681, -0.85951], [1.35909, -1.85794, -5.34236], [-4.06788, -1.35270, -4.21717], [-2.78560, -5.39444, -3.80396], [2.57745, 5.98652, 1.36657], [2.53547, -0.95115, -4.41306], [-1.19631, -2.10154, 2.69794], [2.82150, -2.01867, 0.23622], [2.52230, 2.72214, 2.16517], [4.77858, 4.94368, 0.96887], [-2.68803, -6.30291, 0.59919], [4.78033, -0.63907, -0.14720], [-4.55432, -3.76696, -4.34462], [-4.82688, 0.91963, -1.81315], [1.61115, -3.96367, -1.66183], [-2.79464, 3.43949, 4.61081], [-4.68896, 1.11962, -4.27536], [-2.76211, 2.26135, -5.30755], [-1.83664, -0.56929, -3.56739], [-2.75769, -6.06198, 3.04884], [-1.17518, 3.08042, -1.43407], [-1.07680, 3.78637, 4.84200], [2.93853, -3.05112, -2.36638], [5.01169, 1.60225, 5.45024], [-1.88941, -4.42726, -0.80665], [4.94193, 2.82329, -0.27191], [-0.54348, -4.62298, -3.18084], [0.53247, 4.90701, 0.49199], [-1.74861, 2.25445, 5.40090], [4.28614, 3.28607, 3.78568], [0.70459, 2.78741, -0.76087], [2.18255, -1.17696, 3.85982], [3.31080, -1.36748, 1.81071], [3.94371, -0.62187, 5.49312], [0.98198, -0.23514, -4.80288], [-0.96663, 3.17326, -3.88458], [1.94720, -4.06867, -3.38546], [-3.32517, 2.95701, 2.34785], [-1.98228, -3.97967, 4.09738], [-1.36741, -1.17319, 0.51363], [0.38060, 1.59013, 3.92443]],
  "lumo_energy_ev": [-0.224, -0.270],
  "multiplicity": 5,
  "homo_ev": [-6.750, -7.820],
  "homo_lumo_gap_ev": [6.5, 7.5],
  "s_squared": 6.0236
}

---

# 2
{
  "formula": "C43H42HfP2",
  "method": "wB97M-V/def2-TZVPD",
  "species": ["Hf", "P", "P", "C", "C", "C", "C", "C", "C", "C", "C", "C", "C", "C", "C", "C", "C", "C", "C", "C", "C", "C", "C", "C", "C", "C", "C", "C", "C", "C", "C", "C", "C", "C", "C", "C", "C", "C", "C", "C", "C", "C", "C", "C", "C", "C", "H", "H", "H", "H", "H", "H", "H", "H", "H", "H", "H", "H", "H", "H", "H", "H", "H", "H", "H", "H", "H", "H", "H", "H", "H", "H", "H", "H", "H", "H", "H", "H", "H", "H", "H", "H", "H", "H", "H", "H", "H", "H"],
  "coordinates": [[0.09651, -1.09601, -0.32588], [-2.17605, 0.20355, -0.26892], [1.12661, 0.55866, 1.13143], [2.28673, 2.31284, -1.55113], [-1.27291, -5.01148, 4.66505], [2.35530, -0.15008, -0.20700], [-2.30632, 0.10909, -4.35720], [-2.36992, 0.57595, -3.04912], [-1.17027, 1.69073, -0.09781], [0.84523, -2.00594, 1.45661], [2.22374, 2.39993, -4.05121], [3.67975, -0.29108, 0.24883], [-0.31437, 3.23095, -2.69021], [-4.95097, 0.59459, -0.10877], [0.72191, 4.22969, -2.26615], [0.85541, 2.33291, -4.76393], [4.17754, -1.74581, -1.64836], [-4.81934, 1.36252, 2.58868], [-6.09943, 1.03206, 0.55003], [-2.61680, -0.31189, -2.00188], [-3.67000, 0.91255, 1.94722], [2.84888, -1.79059, -2.03109], [-0.29714, 2.56460, -3.85261], [-2.63536, -1.21519, -4.65592], [3.30481, 2.54369, 3.89793], [-0.92534, -3.93279, 3.85132], [0.06623, 1.85733, 0.51992], [1.89472, 3.74552, -1.38126], [2.30494, 1.68514, -2.72834], [-1.56816, -2.65747, 0.05524], [-6.03154, 1.45980, 1.88536], [1.95005, -0.84034, -1.44347], [1.96387, 0.97819, 2.64196], [1.31650, -4.88094, 3.58203], [-3.72476, 0.57196, 0.57788], [0.94853, -5.94574, 4.40780], [0.37172, -3.87436, 3.27207], [4.58986, -0.97932, -0.54885], [3.49353, 1.57266, 4.88698], [2.50046, 2.26964, 2.79627], [2.91841, 0.29490, 4.75792], [-3.08207, -1.60880, -2.31559], [-0.34334, -6.02343, 4.94398], [0.69085, -2.87088, 2.35395], [-3.01238, -2.07762, -3.62305], [2.15910, -0.00241, 3.63353], [1.15941, -0.38512, -2.10283], [2.31719, -4.80856, 3.15928], [3.07925, -0.45641, 5.53353], [-0.62714, -6.86299, 5.59011], [2.94576, 1.92449, -4.73471], [0.19343, 4.99425, -1.68465], [0.42824, 2.86363, 0.77658], [0.86613, 3.09097, -5.57098], [3.97897, 0.15764, 1.19977], [-1.63697, -3.12676, 3.64327], [2.28231, 3.02657, 2.04037], [-2.71665, 0.82335, 2.48735], [1.68475, -6.71535, 4.63453], [0.73373, 1.35814, -5.26782], [1.67327, 3.94933, -0.33267], [-2.18842, 1.62293, -2.80221], [2.85518, 1.90003, -0.70741], [-6.91657, 1.87971, 2.37463], [-1.55548, -3.32554, -0.82475], [2.50225, 3.45907, -3.92825], [-1.26240, 3.33970, -2.16430], [-2.60876, -2.31962, 0.17646], [-1.33415, -3.25370, 0.95106], [5.64855, -0.93197, -0.29080], [4.09398, 1.80967, 5.75981], [1.13856, 4.73423, -3.14944], [-7.05089, 1.04920, 0.02149], [1.71277, -0.98481, 3.46174], [-2.00123, 0.77195, -5.16885], [-4.77875, 1.64733, 3.63986], [-2.62720, -1.55750, -5.69156], [-2.27452, -5.06023, 5.09518], [2.48034, -2.47652, -2.80182], [2.68283, 0.65993, -2.86206], [-1.23871, 2.37347, -4.37369], [4.93000, -2.29793, -2.21244], [-4.99488, 0.26285, -1.15506], [3.78645, 3.52254, 3.97601], [2.76689, 4.36100, -1.64631], [-3.44404, -2.27890, -1.53825], [-1.71808, 2.59633, -0.35404], [-3.27010, -3.11365, -3.84036]],
  "lumo_energy_ev": -6.771,
  "homo_ev": -12.753,
  "homo_lumo_gap_ev": 6.0,
  "charge": 2
}

---

Calculated total energy, -101906.72231, -65133.33473 eV (same order as the records).